This record from the Open Molecules 2025 dataset describes C4H8N2O2 in the gas phase. The level of theory is the ωB97M-V functional and the def2-TZVPD basis.

SMILES ... NCC(=O)NCC=O
ΔE to the lowest compared entry with this formula, charge and spin ... 57.6 kcal/mol
F_max ... 3.5 eV Å⁻¹

Last column: natural (NBO) charge in e.
Atoms and positions in Å:
N: 1.28612 -2.37190 0.17521  -0.842
C: 0.91819 -1.03167 0.52096  -0.310
C: 0.95417 0.00287 -0.67558  0.644
O: 1.74043 -0.29511 -1.57824  -0.618
N: 0.23683 1.14404 -0.65743  -0.620
C: -0.77866 1.57616 0.38497  -0.334
C: -2.11157 0.97381 0.04223  0.402
O: -3.13068 1.41446 0.55708  -0.513
H: 2.20727 -2.71196 0.22510  0.368
H: 1.03813 -2.75402 -0.76742  0.378
H: 1.34532 -0.66070 1.48283  0.225
H: -0.14374 -1.20483 0.64283  0.190
H: 0.22999 1.82128 -1.38508  0.408
H: -1.00768 2.67403 0.42361  0.251
H: -0.52278 1.15880 1.33890  0.236
H: -2.26133 0.26474 -0.72996  0.134

This record from the Open Molecules 2025 dataset describes C4H6N2 in the gas phase. The level of theory is the ωB97M-V functional and the def2-TZVPD basis.

SMILES ... Nc1ccc[nH]1
ΔE to the lowest compared entry with this formula, charge and spin ... 28.6 kcal/mol
F_max ... 1.6 eV Å⁻¹

Last column: natural (NBO) charge in e.
Atoms and positions in Å:
N: 2.07781 0.09396 0.18441  -0.867
C: 0.73074 -0.08631 -0.19733  0.237
C: -0.12313 0.97853 -0.37190  -0.274
C: -1.45833 0.60665 -0.13269  -0.334
C: -1.47605 -0.72982 0.14517  -0.033
N: -0.20345 -1.22120 0.18627  -0.551
H: 2.88883 -0.04432 -0.39953  0.384
H: 2.23779 0.76169 0.92842  0.380
H: 0.18902 1.98070 -0.64521  0.218
H: -2.31545 1.25515 -0.16449  0.218
H: -2.36729 -1.34708 0.23829  0.207
H: -0.18050 -2.24795 0.22859  0.415

> Which of these has the highest ΔE to the lowest compared entry with this formula, charge and spin?

C4H8N2O2

> Number 1 is which compound?

C4H8N2O2

> Among the records above, which one has the highest ΔE to the lowest compared entry with this formula, charge and spin?

C4H8N2O2

> What is the formula in the first record?

C4H8N2O2